Entry from the Open Molecules 2025 dataset: a gas-phase ion, C6H14N3 (charge +1) in a non-equilibrium geometry (ωB97M-V/def2-TZVPD).

Each line ends with the Mulliken charge.
Atoms and positions in Å:
1 C 1.882 0.945 0.842  -1.359
2 C 1.360 0.118 -0.075  -0.719
3 C -0.166 -1.480 1.408  -0.647
4 C -0.103 -0.128 -0.368  0.864
5 C -0.667 2.358 -0.438  -1.245
6 C -0.530 1.013 -1.248  -0.880
7 N -0.768 -0.346 0.953  -0.234
8 N -0.355 -1.417 -1.042  -0.544
9 N -0.115 -2.406 0.003  -0.052
10 H 2.923 1.133 0.997  0.369
11 H 1.149 1.279 1.506  0.494
12 H 1.918 -0.241 -0.862  0.609
13 H 0.873 -1.478 1.526  0.418
14 H -0.752 -2.001 2.041  0.511
15 H -1.308 2.464 0.470  0.340
16 H -1.093 3.178 -1.152  0.336
17 H 0.242 2.579 -0.116  0.480
18 H 0.121 1.025 -2.026  0.482
19 H -1.474 0.679 -1.607  0.474
20 H -1.703 -0.100 0.802  0.281
21 H -1.282 -1.341 -1.466  0.364
22 H 0.779 -2.852 -0.055  0.327
23 H -0.931 -2.979 -0.092  0.331

Forces on atoms 1 to 6 (eV/Å):
2.44 4.49 5.06
-3.41 -6.05 -5.75
-1.48 0.31 -2.72
1.82 0.32 1.83
-4.48 0.24 -2.94
-3.15 0.39 3.89

Results
Highest occupied orbital energy (alpha / beta) in eV: -9.427 / -14.705
LUMO energy (alpha / beta) in eV: -3.1 / -6.0
Frontier orbital gap (alpha / beta) in eV: 6.286 / 8.672
Charge: +1
Relative energy (zero: lowest compared OMol25 entry of this formula, charge and spin) in kJ/mol: 376.51
2S+1: 3
DFT total energy in Eh: -400.75218

Entry from the Open Molecules 2025 dataset: a single C3H3N3O molecule in a non-equilibrium geometry (ωB97M-V/def2-TZVPD).

Each line ends with the Mulliken charge.
Atoms and positions in Å:
1 C 0.734 1.080 -0.121  0.146
2 N -0.544 1.253 -0.206  -0.389
3 C -1.450 0.394 0.336  0.055
4 N -1.394 -0.870 0.108  -0.475
5 N -0.254 -1.390 -0.197  0.080
6 C 0.830 -1.096 -0.014  -0.111
7 O 1.127 0.016 0.732  -0.366
8 H 1.674 1.515 -0.754  0.322
9 H -2.472 0.660 0.594  0.368
10 H 1.749 -1.562 -0.478  0.372

Forces on atoms 1 to 6 (eV/Å):
-0.55 -1.08 -0.36
2.87 2.19 -0.42
-0.86 -0.68 -1.30
-1.58 0.12 2.59
-8.90 -5.76 -4.58
11.19 2.23 0.85

Results
Highest occupied orbital energy in eV: -9.292
LUMO energy in eV: 0.1
Frontier orbital gap in eV: 9.434
Relative energy (zero: lowest compared OMol25 entry of this formula, charge and spin) in kJ/mol: 431.17
DFT total energy in Eh: -355.47566

Entry from the Open Molecules 2025 dataset: a single C18H20ClNO4S molecule in a non-equilibrium geometry (ωB97M-V/def2-TZVPD).

Each line ends with the Mulliken charge.
Atoms and positions in Å:
1 O -0.411 -4.311 0.684  -0.720
2 C -0.693 -3.129 0.737  0.060
3 N -0.377 -2.303 1.754  -0.144
4 C 0.401 -2.696 2.906  -0.150
5 C 1.718 -1.911 2.949  -0.877
6 C 1.328 -0.607 3.639  -0.366
7 C 0.408 -1.076 4.767  -0.629
8 C -0.326 -2.308 4.209  -0.904
9 C -1.410 -2.421 -0.349  0.612
10 C -1.735 -2.789 -1.627  -0.651
11 C -2.305 -1.646 -2.234  -0.586
12 C -2.305 -0.663 -1.281  0.311
13 C -2.637 0.769 -1.291  -0.809
14 S -1.102 1.681 -0.788  1.168
15 O -0.787 1.322 0.568  -0.536
16 O -1.297 3.074 -1.066  -0.640
17 C 0.253 1.002 -1.859  -1.180
18 C 0.893 2.141 -2.556  -0.055
19 C 2.100 2.675 -2.122  -0.378
20 C 2.657 3.777 -2.744  -0.774
21 C 2.007 4.372 -3.812  -0.349
22 C 0.798 3.867 -4.256  -0.656
23 C 0.252 2.764 -3.624  0.857
24 Cl -1.262 2.153 -4.173  -0.229
25 O -1.764 -1.133 -0.141  -0.219
26 H -0.624 -1.326 1.684  0.287
27 H 0.556 -3.773 2.812  0.584
28 H 2.134 -1.765 1.953  0.353
29 H 2.446 -2.452 3.555  0.319
30 H 2.191 -0.057 4.012  0.412
31 H 0.786 0.040 2.946  0.059
32 H 1.008 -1.360 5.633  0.311
33 H -0.283 -0.296 5.080  0.351
34 H -1.370 -2.084 3.992  0.314
35 H -0.306 -3.132 4.921  0.306
36 H -1.575 -3.751 -2.069  0.559
37 H -2.676 -1.564 -3.236  0.513
38 H -3.368 1.044 -0.533  0.403
39 H -2.937 1.130 -2.269  0.338
40 H -0.222 0.301 -2.541  0.575
41 H 0.928 0.489 -1.181  0.592
42 H 2.602 2.215 -1.283  0.395
43 H 3.596 4.175 -2.392  0.383
44 H 2.435 5.236 -4.298  0.375
45 H 0.276 4.327 -5.080  0.415

Forces on atoms 1 to 6 (eV/Å):
-0.05 -0.13 -0.21
0.01 0.29 0.17
-0.01 0.33 0.13
0.16 -0.38 0.02
-0.06 0.03 -0.06
0.12 -0.08 0.12

Results
Highest occupied orbital energy in eV: -8.937
LUMO energy in eV: 0.5
Frontier orbital gap in eV: 9.429
Relative energy (zero: lowest compared OMol25 entry of this formula, charge and spin) in kJ/mol: 10.57
DFT total energy in Eh: -1912.00403

Entry from the Open Molecules 2025 dataset: 2 unconnected molecules or ions with the total composition C3H11N2 in a non-equilibrium geometry (ωB97M-V/def2-TZVPD).

Each line ends with the Mulliken charge.
Atoms and positions in Å:
1 C 0.106 -1.856 2.245  -0.010
2 N 0.483 -0.809 1.569  -0.122
3 H -0.121 -1.709 3.303  0.305
4 H -0.033 -2.800 1.711  0.288
5 H 1.192 -0.173 1.934  0.306
6 H 0.033 -0.724 0.620  0.342
7 C -0.765 1.795 -0.827  -1.033
8 C 0.374 0.811 -1.179  -0.264
9 N -0.042 -0.601 -1.063  -0.385
10 H -1.333 1.670 0.097  0.366
11 H -0.294 2.757 -0.998  0.367
12 H -1.475 1.835 -1.660  0.379
13 H 0.634 1.023 -2.238  0.381
14 H 1.147 0.900 -0.427  0.333
15 H -0.667 -0.886 -1.826  0.355
16 H 0.762 -1.231 -1.261  0.395

Forces on atoms 1 to 6 (eV/Å):
-0.01 0.84 -0.07
-0.76 -1.41 -0.12
1.17 -0.68 0.32
-1.08 0.29 0.15
-0.96 0.88 0.35
1.60 -0.26 0.92

Results
Highest occupied orbital energy (alpha / beta) in eV: -21.282 / -21.225
LUMO energy (alpha / beta) in eV: -10.4 / -14.4
Frontier orbital gap (alpha / beta) in eV: 10.912 / 6.874
Charge: +2
Relative energy (zero: lowest compared OMol25 entry of this formula, charge and spin) in kJ/mol: 355.31
2S+1: 2
DFT total energy in Eh: -229.56452

Entry from the Open Molecules 2025 dataset: a single C4H9NOS molecule in a non-equilibrium geometry (ωB97M-V/def2-TZVPD).

Each line ends with the Mulliken charge.
Atoms and positions in Å:
1 C -3.498 0.838 -0.272  -0.236
2 N -2.294 0.547 -0.002  -0.297
3 S -2.036 -1.120 -0.126  0.013
4 C -0.317 -1.112 0.380  -0.480
5 O 0.538 -0.751 -0.686  -0.294
6 C 1.904 -0.513 -0.388  -0.380
7 C 2.250 0.877 0.088  -1.030
8 H -4.323 0.145 -0.427  0.234
9 H -3.764 1.929 -0.275  0.217
10 H -0.249 -0.414 1.179  0.319
11 H -0.065 -2.120 0.781  0.327
12 H 2.245 -1.219 0.381  0.313
13 H 2.445 -0.757 -1.267  0.355
14 H 1.928 1.076 1.112  0.298
15 H 3.333 0.949 0.137  0.365
16 H 1.903 1.644 -0.615  0.276

Forces on atoms 1 to 6 (eV/Å):
-0.28 2.21 0.46
-0.78 -0.33 -0.55
0.96 -0.55 0.27
0.56 -0.83 -0.45
-0.45 0.03 -0.35
-0.42 -0.39 1.39

Results
Highest occupied orbital energy in eV: -8.791
LUMO energy in eV: 1.0
Frontier orbital gap in eV: 9.766
Relative energy (zero: lowest compared OMol25 entry of this formula, charge and spin) in kJ/mol: 241.25
DFT total energy in Eh: -685.92706

Entry from the Open Molecules 2025 dataset: a single C17H17N3O6S2 molecule (ωB97M-V/def2-TZVPD).

Each line ends with the Mulliken charge.
Atoms and positions in Å:
1 C -6.925 -1.772 -1.130  -1.161
2 C -5.833 -0.818 -0.736  0.847
3 O -5.179 -0.150 -1.492  -0.530
4 O -5.665 -0.803 0.594  -0.338
5 C -4.734 0.148 1.110  -0.974
6 C -3.345 -0.047 0.570  0.791
7 C -2.533 0.982 0.253  0.558
8 C -2.915 2.415 0.366  0.156
9 O -3.754 2.849 1.114  -0.615
10 O -2.231 3.167 -0.489  -0.407
11 N -1.249 0.749 -0.225  0.133
12 C -0.025 1.330 0.027  0.237
13 O 0.298 2.363 0.527  -0.626
14 C 0.705 0.088 -0.519  -0.483
15 N 1.642 -0.531 0.361  -0.100
16 C 2.782 -1.108 -0.113  0.204
17 O 3.092 -1.086 -1.277  -0.628
18 C 3.608 -1.760 0.984  -0.598
19 S 5.344 -1.963 0.486  -0.187
20 C 5.874 -0.319 0.141  0.755
21 C 5.136 0.827 0.405  -0.271
22 C 5.695 2.052 0.076  -0.433
23 N 6.891 2.199 -0.464  -0.603
24 C 7.592 1.103 -0.706  -0.320
25 C 7.139 -0.172 -0.427  -0.563
26 C -0.712 -0.524 -0.631  -0.249
27 S -1.155 -1.786 0.608  -0.232
28 C -2.940 -1.481 0.400  -0.969
29 H -7.867 -1.228 -1.142  0.299
30 H -6.736 -2.157 -2.128  0.349
31 H -6.999 -2.579 -0.408  0.309
32 H -5.088 1.161 0.902  0.439
33 H -4.742 -0.015 2.191  0.362
34 H -2.461 4.104 -0.383  0.359
35 H 1.203 0.232 -1.482  0.437
36 H 1.369 -0.650 1.325  0.373
37 H 3.554 -1.212 1.924  0.475
38 H 3.248 -2.779 1.142  0.453
39 H 4.152 0.795 0.845  0.377
40 H 5.146 2.966 0.260  0.378
41 H 8.567 1.259 -1.149  0.352
42 H 7.739 -1.041 -0.645  0.366
43 H -1.042 -0.862 -1.615  0.435
44 H -3.437 -2.103 1.144  0.490
45 H -3.211 -1.844 -0.595  0.352

Forces on atoms 1 to 6 (eV/Å):
0.11 0.03 -0.01
-0.13 -0.16 -0.25
-0.06 0.10 -0.06
-0.12 -0.32 0.19
0.09 0.71 -0.07
0.14 0.51 -0.04

Results
Highest occupied orbital energy in eV: -8.709
LUMO energy in eV: 0.1
Frontier orbital gap in eV: 8.771
DFT total energy in Eh: -2070.13060